No. 1
2 unconnected molecules or ions with the total composition C5H10O2 in a non-equilibrium geometry, computed with wB97M-V/def2-TZVPD.

Element x y z (Å)
C (-1.41, -1.08, 0.92)
C (-1.14, -0.22, -0.01)
C (-1.81, 0.13, -1.30)
O (-0.94, 0.03, -2.42)
H (-2.32, -1.66, 1.02)
H (-0.46, -1.24, 1.61)
H (-0.02, 0.13, 0.02)
H (-2.71, -0.49, -1.44)
H (-2.13, 1.18, -1.28)
H (-0.62, -0.88, -2.47)
C (2.05, 1.22, 0.76)
C (1.65, -0.22, 0.71)
O (1.28, -0.87, 1.71)
H (1.79, 1.72, -0.17)
H (3.14, 1.28, 0.87)
H (1.58, 1.73, 1.60)
H (2.07, -0.77, -0.15)

Calculated values
- HOMO energy (eV) = -9.927
- frontier orbital gap (eV) = 10.686
- M (u) = 102.13
- energy above the lowest of the compared OMol25 structures with the same formula, charge and spin (kcal/mol) = 78.4
- LUMO (eV) = 0.758


No. 2
2 unconnected molecules or ions with the total composition C5H10O2 in a non-equilibrium geometry, computed with wB97M-V/def2-TZVPD.

Element x y z (Å)
C (-0.11, -0.77, 1.53)
C (0.29, -0.08, 0.17)
C (-0.94, -0.99, 0.25)
C (1.33, -0.67, -0.75)
C (0.21, 1.45, 0.24)
O (-2.81, 0.90, -0.09)
O (-1.72, -1.85, -0.37)
H (0.57, -1.48, 1.92)
H (-0.67, -0.16, 2.20)
H (2.11, 0.14, -1.06)
H (0.85, -0.98, -1.60)
H (1.89, -1.41, -0.29)
H (1.16, 1.87, 0.50)
H (-0.45, 1.76, 1.02)
H (-0.09, 1.80, -0.75)
H (-3.77, 0.80, 0.04)
H (-1.84, -1.48, -1.21)

Calculated values
- HOMO energy (spin up / spin down) (eV) = -8.149 / -7.105
- frontier orbital gap (spin up / spin down) (eV) = 7.915 / 6.289
- M (u) = 102.13
- energy above the lowest of the compared OMol25 structures with the same formula, charge and spin (kcal/mol) = 156.8
- LUMO (spin up / spin down) (eV) = -0.234 / -0.816


No. 3
A molecular structure, C5H10O2 in a non-equilibrium geometry, computed with wB97M-V/def2-TZVPD.

Element x y z (Å)
C (1.93, 0.37, -0.74)
C (0.97, -0.78, -0.48)
C (0.58, -0.29, 1.37)
O (-0.30, 0.71, 0.90)
C (-1.07, -0.17, 0.13)
C (-2.40, 0.38, -0.32)
O (-0.30, -0.57, -0.99)
H (1.91, 0.77, -1.76)
H (2.95, 0.04, -0.53)
H (1.66, 1.19, -0.07)
H (1.35, -1.72, -0.94)
H (1.57, 0.03, 1.67)
H (0.07, -0.64, 2.32)
H (-0.95, -1.08, 0.79)
H (-2.28, 1.34, -0.83)
H (-2.86, -0.33, -1.02)
H (-3.06, 0.52, 0.54)

Calculated values
- HOMO energy (eV) = -9.619
- frontier orbital gap (eV) = 10.724
- M (u) = 102.13
- energy above the lowest of the compared OMol25 structures with the same formula, charge and spin (kcal/mol) = 96.0
- LUMO (eV) = 1.105


No. 4
C5H10O2 in the gas phase in a non-equilibrium geometry, computed with wB97M-V/def2-TZVPD.

Element x y z (Å)
C (1.55, 1.41, 0.07)
O (0.55, 0.73, -0.60)
C (0.37, -0.64, -0.67)
C (0.45, -1.57, 0.56)
O (-0.96, -1.80, 0.54)
C (-1.14, -0.80, -0.50)
C (-1.66, 0.67, 0.10)
H (1.93, 0.89, 0.95)
H (2.35, 1.61, -0.65)
H (1.12, 2.38, 0.39)
H (0.87, -1.00, -1.58)
H (0.77, -1.10, 1.50)
H (1.02, -2.49, 0.40)
H (-1.70, -1.30, -1.33)
H (-2.39, 1.09, -0.59)
H (-2.07, 0.38, 1.06)
H (-1.03, 1.57, 0.35)

Calculated values
- HOMO energy (eV) = -9.499
- frontier orbital gap (eV) = 10.451
- M (u) = 102.13
- energy above the lowest of the compared OMol25 structures with the same formula, charge and spin (kcal/mol) = 96.2
- LUMO (eV) = 0.952


No. 5
2 unconnected molecules or ions with the total composition C5H10O2, computed with wB97M-V/def2-TZVPD.

Element x y z (Å)
C (-1.65, -0.28, -0.30)
C (-0.69, 0.04, 0.84)
C (0.25, 1.24, 0.73)
C (1.36, 0.51, 0.59)
C (0.63, -0.80, 0.84)
O (0.66, -1.82, -0.12)
H (-2.49, 0.43, -0.32)
H (-2.07, -1.28, -0.15)
H (-1.18, -0.26, -1.28)
H (-1.23, 0.00, 1.79)
H (0.08, 2.31, 0.81)
H (2.41, 0.74, 0.42)
H (0.86, -1.19, 1.85)
H (1.50, -2.30, -0.03)
O (0.55, 0.93, -2.29)
H (0.81, 0.18, -1.73)
H (0.19, 1.54, -1.64)

Calculated values
- HOMO energy (eV) = -9.908
- frontier orbital gap (eV) = 10.629
- M (u) = 102.13
- energy above the lowest of the compared OMol25 structures with the same formula, charge and spin (kcal/mol) = 63.6
- LUMO (eV) = 0.721


No. 6
C5H10O2 in the gas phase, computed with wB97M-V/def2-TZVPD.

Element x y z (Å)
O (-0.67, -1.04, -1.61)
C (0.03, 0.15, -1.29)
C (1.26, -0.13, -0.42)
C (0.89, -0.27, 1.07)
C (-0.61, -0.46, 1.34)
O (-1.49, 0.34, 0.56)
C (-0.90, 1.08, -0.51)
H (-1.42, -1.08, -1.00)
H (0.33, 0.62, -2.23)
H (1.97, 0.70, -0.54)
H (1.75, -1.03, -0.81)
H (1.24, 0.62, 1.61)
H (1.41, -1.13, 1.51)
H (-0.82, -0.23, 2.39)
H (-0.88, -1.52, 1.17)
H (-0.36, 1.96, -0.14)
H (-1.74, 1.42, -1.13)

Calculated values
- HOMO energy (eV) = -9.884
- frontier orbital gap (eV) = 10.825
- M (u) = 102.13
- energy above the lowest of the compared OMol25 structures with the same formula, charge and spin (kcal/mol) = 35.8
- LUMO (eV) = 0.941


The lowest energy above the lowest of the compared OMol25 structures with the same formula, charge and spin belongs to which entry? number 6


energy above the lowest of the compared OMol25 structures with the same formula, charge and spin of number 5 (C5H10O2)? 63.6 kcal/mol